{
  "formula": "C36H49IN6O4P",
  "method": "the ωB97M-V functional and the def2-TZVPD basis",
  "symbols": ["H", "H", "C", "H", "C", "C", "H", "H", "H", "N", "H", "H", "C", "C", "H", "H", "H", "O", "C", "N", "N", "C", "C", "C", "C", "C", "H", "H", "H", "H", "C", "C", "C", "C", "H", "H", "H", "C", "C", "H", "N", "C", "H", "H", "H", "H", "H", "P", "H", "C", "C", "C", "H", "C", "H", "H", "H", "H", "O", "O", "H", "N", "H", "H", "C", "C", "C", "C", "C", "H", "C", "N", "C", "C", "H", "C", "C", "H", "H", "H", "H", "C", "H", "C", "H", "H", "I", "H", "H", "C", "H", "H", "H", "H", "C", "H", "O"],
  "positions_angstrom": [[2.169, -2.206, -0.190], [2.904, 0.188, -2.309], [7.889, 0.680, -3.355], [3.799, 8.862, 3.926], [1.379, 6.735, 4.966], [-5.306, -2.559, 5.496], [-1.372, 4.336, 0.026], [-0.504, -3.303, 1.271], [1.578, 5.980, 1.673], [-0.587, -0.317, -2.221], [3.309, 7.742, 1.778], [-7.881, -4.864, 7.215], [1.107, 6.103, 3.760], [-5.241, -3.934, 5.308], [10.786, 2.431, -3.409], [-5.263, -7.477, 2.879], [0.022, 4.176, -1.050], [0.109, -1.032, 1.277], [0.485, 1.556, -0.907], [-1.820, -2.644, -3.521], [0.443, 4.088, 1.039], [-4.237, -2.208, -3.255], [-7.159, -4.217, 6.732], [9.147, 2.714, -4.766], [2.943, 2.213, -3.246], [9.165, 1.090, -2.991], [3.605, 2.696, -3.980], [-2.021, -1.647, -1.349], [-8.004, -2.417, 7.537], [-1.013, 1.827, 0.678], [3.042, 8.090, 3.879], [-6.297, -2.014, 6.300], [-3.282, -3.170, -5.467], [1.450, 2.351, -3.716], [1.326, 3.589, 0.982], [-0.923, -1.684, -5.153], [-0.966, -5.032, 2.913], [-3.021, -2.687, -4.048], [2.345, 7.730, 5.025], [-1.629, -0.185, -0.455], [0.191, 0.299, -4.255], [-2.639, -5.676, 1.726], [-6.111, -5.835, 5.789], [-5.137, -2.381, -3.864], [9.670, 0.616, -2.159], [4.482, 0.829, -2.751], [3.024, 2.750, -2.287], [0.089, -1.771, 0.003], [-0.031, 3.848, 1.904], [-0.771, 2.297, -0.286], [-1.197, -0.980, -1.087], [-0.416, 3.804, -0.104], [0.353, 5.325, 3.717], [1.796, 6.467, 2.611], [-4.582, -1.912, 5.014], [-4.317, -2.754, -2.305], [-4.127, -1.118, -3.143], [-1.727, 2.770, -1.933], [-0.213, -3.319, 0.339], [1.570, -1.593, -0.653], [-3.600, -4.222, -5.486], [-1.068, -1.627, -4.147], [-2.420, -2.982, -6.128], [0.929, 0.916, -0.125], [7.245, 1.283, -4.428], [-0.525, -0.592, -3.533], [0.598, 1.172, -3.308], [-3.843, -6.367, 1.717], [-2.388, -6.144, 4.072], [7.396, -0.111, -2.802], [-7.227, -2.843, 6.915], [0.164, 0.818, -2.119], [-4.323, -6.941, 2.886], [-1.910, -5.567, 2.904], [2.556, 8.225, 5.964], [-6.165, -4.762, 5.930], [7.875, 2.298, -5.135], [6.251, 0.960, -4.713], [1.380, 2.423, -4.809], [-6.346, -0.942, 6.449], [-4.408, -6.458, 0.797], [2.766, 7.460, 2.672], [-4.469, -4.359, 4.679], [9.793, 2.109, -3.695], [1.002, 3.271, -3.307], [-1.820, -6.060, 4.990], [3.512, -0.328, -4.953], [0.838, 6.453, 5.861], [7.374, 2.766, -5.973], [3.435, 0.754, -3.087], [9.637, 3.509, -5.313], [1.234, 2.330, -1.124], [-4.115, -2.585, -5.898], [-2.267, -5.222, 0.814], [-3.597, -6.827, 4.064], [-3.973, -7.272, 4.977], [-1.901, 2.219, -1.154]],
  "orbital_gap_ev": 7.167,
  "charge": 1,
  "total_energy_ev": -72639.5184
}